[1]
ORCA calculation (ωB97M-V/def2-TZVPD) on a structure of composition C37H31BF3HfN4O2SeTe.

```
81
Properties=species:S:1:pos:R:3:forces:R:3:lowdin_charge:R:1
Hf 0.316310 0.576909 -1.166034 -0.03 -0.05 0.08 1.555
C 1.994467 1.040792 4.881318 0.03 0.01 0.05 -0.028
C 1.213363 1.088934 3.600129 0.00 0.00 0.01 -0.228
C 1.248887 2.213006 2.778077 -0.05 -0.01 -0.03 0.029
C 0.517151 2.264072 1.596255 0.03 0.00 0.09 -0.086
C 0.891644 3.175524 0.492533 -0.04 0.00 -0.02 -0.233
O 0.969644 2.665607 -0.644660 0.02 0.02 -0.03 -0.071
C 1.241369 4.574802 0.685884 0.04 -0.04 -0.06 -0.145
C 2.000083 5.217723 -0.299152 -0.02 0.02 0.06 0.016
C 2.328677 6.549670 -0.141174 0.00 -0.03 -0.01 -0.043
C 1.892336 7.241844 0.983793 0.02 0.03 -0.01 -0.047
C 1.128601 6.610799 1.956456 -0.01 -0.01 0.01 -0.054
C 0.805629 5.273223 1.813712 0.00 0.01 0.00 -0.013
C -0.302634 1.182228 1.245978 -0.11 0.03 -0.10 -0.318
O -1.067250 1.236017 0.129984 0.06 -0.01 0.00 -0.258
C -0.202786 -0.011503 1.957953 0.04 0.02 0.01 -0.094
C 0.517352 -0.027619 3.151613 -0.02 -0.01 -0.04 0.063
C -0.630582 -1.274109 1.317486 -0.04 0.06 0.07 -0.173
N -0.441259 -1.424319 0.049571 0.02 -0.01 -0.11 0.001
C -0.905902 -2.690336 -0.555430 0.00 -0.02 0.06 -0.271
C -1.434730 -2.571157 -1.981947 -0.01 -0.02 -0.01 -0.454
Te -2.303270 -0.674196 -2.412680 0.05 0.05 -0.08 1.441
C -3.661896 -0.740011 -0.804819 0.04 0.01 0.11 -0.519
C -3.984129 0.421009 -0.111389 0.02 -0.04 0.00 -0.137
C -4.904322 0.360410 0.926333 0.00 0.00 0.03 -0.071
C -5.484615 -0.849316 1.280916 -0.03 0.02 -0.01 -0.081
C -5.157711 -2.004539 0.586984 -0.01 -0.01 -0.03 -0.074
C -4.255077 -1.950727 -0.465883 0.02 0.00 0.04 -0.137
C -1.201206 -2.303007 2.221652 0.00 -0.04 -0.02 -0.202
C -0.572656 -3.529674 2.417336 -0.01 -0.01 0.04 -0.031
C -1.115761 -4.449091 3.301339 0.01 0.01 -0.02 -0.055
C -2.296643 -4.154294 3.969576 0.00 -0.01 0.00 -0.059
C -2.925476 -2.932675 3.771931 0.02 0.00 0.00 -0.053
C -2.369107 -1.996888 2.914296 0.00 0.00 0.00 -0.012
H 2.672168 1.888997 4.960654 0.00 0.00 0.00 0.084
H 2.587189 0.128250 4.944865 0.00 0.00 0.00 0.089
H 1.327057 1.062337 5.744471 0.00 0.00 0.00 0.091
H 1.921431 3.026765 3.018370 0.01 0.01 0.00 0.129
H 2.331877 4.660398 -1.164954 0.00 -0.01 0.00 0.125
H 2.923535 7.051371 -0.891667 0.00 0.01 0.00 0.116
H 2.148862 8.286607 1.100851 0.00 0.00 0.00 0.114
H 0.784909 7.163002 2.820143 0.00 0.00 0.00 0.112
H 0.195095 4.778065 2.557486 0.00 0.00 0.00 0.120
H 0.580630 -0.954037 3.711536 0.01 0.00 0.01 0.139
H -1.691486 -3.108150 0.073268 0.02 0.00 -0.03 0.107
H -0.080131 -3.406706 -0.551492 -0.01 0.00 0.01 0.118
H -2.190590 -3.333376 -2.157555 0.02 -0.01 -0.01 0.055
H -0.664494 -2.707609 -2.736449 -0.02 -0.02 0.00 0.023
H -3.515433 1.363209 -0.357454 0.00 0.01 -0.02 0.095
H -5.163084 1.264426 1.462060 0.00 0.00 -0.01 0.113
H -6.201178 -0.889421 2.090484 0.00 0.00 0.01 0.111
H -5.613418 -2.948964 0.853300 0.00 -0.01 0.00 0.113
H -4.023241 -2.857943 -1.010455 -0.04 0.02 -0.01 0.096
H 0.350130 -3.757035 1.897280 0.00 0.00 -0.01 0.123
H -0.618396 -5.395160 3.466856 0.00 0.00 0.00 0.112
H -2.723703 -4.877284 4.651449 0.00 0.00 0.01 0.112
H -3.843302 -2.703005 4.296144 -0.01 0.00 0.00 0.113
H -2.847860 -1.035739 2.765780 0.01 0.00 0.00 0.121
Se 4.447881 1.698859 0.818134 -0.10 -0.07 -0.01 0.706
C 3.123478 0.784247 0.172102 0.20 0.04 0.07 -0.897
N 2.201170 0.182746 -0.272163 -0.11 0.03 -0.09 -0.078
F 1.834379 -5.086984 -5.428579 0.04 0.03 0.01 0.163
C 2.812812 -4.211412 -5.145673 0.01 -0.02 -0.02 -0.590
F 3.273180 -3.723080 -6.300176 -0.02 -0.03 0.04 0.169
F 3.801733 -4.880488 -4.545905 -0.03 0.02 -0.02 0.161
C 2.274518 -3.106773 -4.262662 -0.03 0.02 -0.05 -0.073
C 2.477334 -3.128186 -2.894612 0.00 0.01 0.04 0.045
C 1.935131 -2.111562 -2.131890 0.02 0.01 -0.01 -0.125
N 1.213851 -1.111407 -2.658477 -0.03 -0.02 -0.04 -0.056
C 1.031527 -1.099943 -3.989081 0.01 0.04 -0.02 -0.121
C 1.542587 -2.073188 -4.824035 0.02 -0.02 0.02 0.050
H 3.059478 -3.907607 -2.425045 0.00 0.00 0.00 0.135
H 2.088544 -2.078049 -1.062650 0.02 0.00 0.01 0.099
H 0.467192 -0.272650 -4.395267 0.00 -0.04 0.01 0.096
H 1.379886 -2.009863 -5.890455 0.00 0.00 0.00 0.142
B 2.133379 2.790910 -4.611972 -0.08 -0.02 -0.01 -0.371
C 1.028347 2.168017 -3.723714 0.03 0.09 -0.04 -0.177
N 0.242692 1.639030 -3.039816 0.06 -0.03 0.08 -0.037
H 2.472611 1.895591 -5.354702 -0.01 -0.01 -0.02 0.021
H 3.009454 3.100768 -3.838930 0.01 0.00 0.04 0.025
H 1.653767 3.732918 -5.187337 -0.01 0.00 -0.02 0.024
```
Forces are in eV/Å.

For the energy above the lowest of the compared OMol25 structures with the same formula, charge and spin, the calculation gives 0.0 kJ/mol. The value obtained for the HOMO-LUMO gap is 7.277 eV. As for the lowest unoccupied orbital energy: -0.132 hartree. Its charge is +1.

=====

[2]
ORCA calculation (ωB97M-V/def2-TZVPD) on a structure of composition C37H31BaFGeN2O8.

```
81
Properties=species:S:1:pos:R:3:forces:R:3:lowdin_charge:R:1
Ba 0.658004 2.818134 -3.079560 -0.34 -0.77 -0.06 1.997
O -1.866821 4.545447 0.038199 -0.08 -0.04 0.05 -0.024
C -1.350910 3.428446 -0.062693 0.19 -0.02 0.31 -0.719
O -0.926956 2.860578 -1.114574 -0.14 0.16 -0.22 -0.332
C -1.147028 2.558858 1.194447 -0.03 -0.02 0.08 -0.183
C -1.997009 1.290853 1.096107 -0.09 -0.05 -0.06 -0.268
Ge -1.689989 0.004182 2.526559 0.06 0.07 -0.12 1.015
C -2.193117 0.746403 4.278015 -0.03 -0.03 -0.07 -0.256
C -1.842747 0.122574 5.475177 0.02 -0.10 0.01 -0.120
C -2.266740 0.619262 6.698957 -0.01 0.03 0.01 -0.104
C -3.060654 1.758129 6.747900 0.01 -0.02 0.00 -0.112
C -3.422071 2.390321 5.567810 0.00 0.01 0.01 -0.096
C -2.990158 1.886707 4.346879 0.00 0.10 -0.02 -0.102
C -2.801484 -1.595858 2.267250 0.10 -0.03 0.04 -0.256
C -4.169464 -1.470108 2.033176 -0.08 0.05 -0.02 -0.108
C -4.974942 -2.585646 1.858954 -0.01 -0.04 0.00 -0.101
C -4.422353 -3.858263 1.915464 0.00 0.02 0.00 -0.109
C -3.062826 -4.002992 2.147886 -0.02 -0.01 0.00 -0.099
C -2.264091 -2.879990 2.322106 0.06 -0.03 0.04 -0.108
C 0.197226 -0.497217 2.527447 -0.05 0.05 0.14 -0.274
C 1.068905 -0.034395 3.511947 0.02 0.08 0.05 -0.112
C 2.434293 -0.271807 3.431191 -0.08 -0.03 -0.06 -0.082
C 2.954904 -0.975908 2.355520 -0.06 -0.21 0.31 -0.094
C 2.100975 -1.445109 1.367388 -0.03 0.04 0.05 -0.072
C 0.737415 -1.205290 1.455146 -0.03 -0.02 -0.19 -0.102
H -1.366304 3.126332 2.102277 -0.04 0.05 -0.07 0.094
H -0.092292 2.271788 1.210372 0.04 0.04 0.07 0.108
H -1.740790 0.789335 0.158472 -0.04 -0.04 0.02 0.080
H -3.061347 1.539774 1.026105 0.00 0.00 0.04 0.075
H -1.229282 -0.772424 5.457350 0.01 0.00 -0.03 0.100
H -1.977588 0.116614 7.614418 0.00 0.01 0.01 0.093
H -3.392839 2.150808 7.701438 0.00 0.00 0.00 0.091
H -4.035902 3.282565 5.591351 0.00 0.00 0.02 0.097
H -3.270427 2.407567 3.437630 0.01 -0.03 -0.01 0.097
H -4.624600 -0.486468 1.977012 0.04 0.02 0.00 0.099
H -6.034170 -2.461115 1.669053 0.00 -0.01 0.00 0.095
H -5.047526 -4.730677 1.769406 0.00 0.00 0.00 0.092
H -2.617611 -4.989961 2.185869 -0.01 -0.01 0.00 0.095
H -1.201744 -3.012624 2.497874 -0.01 0.03 -0.01 0.091
H 0.688848 0.551347 4.341435 -0.05 -0.01 0.01 0.088
H 3.096255 0.122125 4.192818 0.01 -0.01 0.01 0.097
H 4.023254 -1.121395 2.268293 -0.30 -0.05 0.16 0.073
H 2.497340 -1.970851 0.507036 -0.03 -0.01 0.00 0.097
H 0.101643 -1.547940 0.644554 -0.05 0.01 0.04 0.111
C -0.765803 0.673811 -4.565889 0.14 0.27 0.13 -0.203
C -1.300676 -0.414629 -4.764566 0.00 -0.09 -0.04 -0.282
C -1.893758 -1.694211 -4.969489 -0.11 -0.09 -0.02 -0.293
C -3.256549 -1.830343 -5.285858 0.10 0.07 0.02 -0.061
C -3.831553 -3.075108 -5.475901 -0.03 -0.01 -0.01 -0.124
C -3.070520 -4.232286 -5.357774 -0.04 0.00 -0.01 -0.139
C -1.722089 -4.118073 -5.044453 0.04 -0.03 0.01 -0.119
C -1.142597 -2.875006 -4.854002 0.02 0.06 0.00 -0.054
H -3.848407 -0.928144 -5.371537 -0.02 -0.01 -0.01 0.104
H -4.887597 -3.141087 -5.714553 0.00 -0.02 0.00 0.086
H -3.522413 -5.206437 -5.502482 0.00 0.00 0.00 0.080
H -1.111030 -5.008151 -4.942735 -0.01 -0.01 0.00 0.089
H -0.092525 -2.788716 -4.606409 0.00 -0.01 0.00 0.108
C 2.845827 6.109827 -3.406878 0.24 0.13 -0.26 -0.028
C 2.304703 4.911317 -4.172866 0.02 -0.02 0.11 -0.880
O 3.015967 3.893890 -4.308284 0.27 -0.01 0.05 -0.131
O 1.084328 4.955813 -4.496165 -0.20 0.45 -0.12 -0.263
H 3.933517 6.086285 -3.357037 0.00 0.00 0.01 0.066
H 2.450353 6.069583 -2.390942 -0.01 -0.03 0.01 0.077
H 2.500923 7.034507 -3.870418 -0.01 0.02 0.04 0.065
F 4.666638 -2.246887 -4.012114 0.01 0.06 0.00 0.077
C 4.798906 -1.716643 -2.785329 0.00 -0.06 0.05 -0.183
C 4.716554 -0.397175 -2.576492 0.03 -0.03 0.18 0.057
N 4.896278 0.153384 -1.325537 -0.16 0.01 -0.10 0.014
C 4.677530 1.586173 -1.158429 0.21 0.47 0.05 -0.027
C 3.223829 2.018297 -1.435848 -0.45 -0.34 -0.33 -0.731
O 2.829080 3.127950 -1.065717 0.36 0.41 0.35 -0.069
O 2.557093 1.200246 -2.119590 0.11 -0.51 -0.06 -0.205
C 5.059601 -0.629106 -0.214437 0.05 -0.18 -0.07 -0.464
O 5.168796 -0.214511 0.924209 0.55 0.28 -0.37 0.044
N 5.110489 -1.993059 -0.474121 0.06 0.16 0.08 0.211
C 5.015118 -2.645381 -1.692863 -0.02 -0.10 -0.26 -0.415
O 5.113797 -3.855056 -1.778909 0.00 0.06 0.07 0.067
H 4.507013 0.306797 -3.366934 -0.01 -0.03 -0.05 0.155
H 5.293214 2.117087 -1.888765 0.02 -0.02 0.00 0.136
H 5.021767 1.869398 -0.169232 -0.16 -0.01 0.05 0.122
H 5.236918 -2.576467 0.338885 0.02 -0.02 0.00 0.162
```
Forces are in eV/Å.

For the energy above the lowest of the compared OMol25 structures with the same formula, charge and spin, the calculation gives 56.7 kJ/mol. The value obtained for the HOMO-LUMO gap is 6.707 eV. As for the lowest unoccupied orbital energy: 0.143 hartree. Its charge is -2.